Record 1
ORCA calculation (wB97M-V/def2-TZVPD) on a cluster of 9 separate species, C33H42BF4O13 in total.

Its strongest force on any atom is 8.55 eV Å⁻¹. The molecular weight comes out at 733.5 g mol⁻¹. As for the energy relative to the best compared isomer or geometry (same formula, charge and spin): 0.000 eV. For the total energy, the calculation gives -2685.08066 hartree. As for the gap between HOMO and LUMO: 7.56 eV.

```
! RIJCOSX wB97M-V def2-TZVPD def2/J DEFGRID3
* xyz -1 1
B -0.44652 -0.06230 0.23640
F -0.11055 -1.33809 0.66657
F 0.69372 0.50610 -0.26219
F -1.35722 -0.30065 -0.80408
F -0.96347 0.70496 1.27914
C -0.96472 -1.63627 4.47442
O -1.27434 -3.00193 4.84343
H -2.10113 -1.25024 4.48016
H -0.53940 -1.83166 3.45172
H -0.36739 -1.05045 5.13961
H -1.32388 -3.51708 4.00983
C -4.05480 0.27011 2.26983
O -4.19965 0.43136 0.89333
H -3.64710 -0.68863 2.17176
H -4.96948 0.46059 2.86831
H -3.35561 0.73187 2.68408
H -3.44593 0.39716 0.42847
C 1.90313 -2.60328 -1.81469
O 2.96335 -2.68585 -0.78828
H 1.22865 -1.78766 -1.84640
H 1.17271 -3.30470 -1.49913
H 2.33846 -2.78081 -2.78428
H 3.00460 -1.93776 -0.33530
C -0.25911 -0.21499 -5.85026
C -1.02490 -0.23264 -4.61569
C -1.79673 -1.40145 -4.30210
C -1.71701 -2.53246 -5.18491
C -0.90124 -2.56050 -6.29555
C -0.27569 -1.30964 -6.74026
O 0.40708 -1.30784 -7.86072
O -2.48022 -1.45251 -3.09684
H 0.16023 0.87110 -6.24928
H -0.84480 0.63780 -3.92832
H -2.36006 -3.38916 -4.90121
H -0.83518 -3.48776 -6.84176
H 1.06460 -0.60267 -7.63595
H -2.13557 -0.58192 -2.66408
C 3.69295 2.61541 -3.15322
C 4.90824 2.11917 -3.68115
C 4.83073 0.86698 -4.43602
C 3.60638 0.06892 -4.30047
C 2.55828 0.58750 -3.68949
C 2.47004 1.83976 -3.05414
O 1.36973 2.36371 -2.43787
O 5.88317 0.20613 -5.01887
H 3.68182 3.62515 -2.87674
H 5.83048 2.93034 -3.68564
H 3.66025 -0.89332 -4.69453
H 1.62450 0.01482 -3.52471
H 1.05302 1.76430 -1.86247
H 6.51423 1.00607 -5.18356
C -2.27841 4.96261 4.56448
C -2.10230 4.63503 3.24244
C -1.45168 3.48544 2.89277
C -0.94342 2.52670 3.81998
C -1.10837 2.83712 5.19275
C -1.79272 3.97610 5.63037
O -1.97672 4.28409 6.95585
O -1.39121 3.22967 1.53893
H -2.77002 5.97128 5.05573
H -2.36499 5.51669 2.41814
H -0.51353 1.50436 3.58784
H -0.84132 2.20907 5.97618
H -1.53347 3.43513 7.45239
H -1.08881 2.34699 1.44258
C -2.68577 -5.32302 -1.02413
C -1.88648 -4.37565 -0.34702
C -1.97684 -4.38617 1.03011
C -2.78232 -5.27174 1.75271
C -3.49171 -6.21498 1.02432
C -3.58308 -6.29718 -0.37967
O -4.43463 -7.14959 -1.01271
O -1.31787 -3.36416 1.70344
H -2.62947 -5.35643 -2.03165
H -1.15292 -3.94061 -1.02125
H -2.60377 -5.16439 2.70774
H -3.99332 -6.86323 1.60521
H -4.33518 -7.43127 -1.89589
H -1.02139 -2.51412 1.34266
C 3.93710 3.37491 3.56957
C 3.79382 2.23944 2.84602
C 2.96757 2.13621 1.68297
C 2.08652 3.30886 1.44778
C 2.19663 4.39955 2.26511
C 3.24726 4.52531 3.24388
O 3.31787 5.63186 4.09367
O 2.98658 1.02800 0.92599
H 4.55899 3.38364 4.43862
H 4.46580 1.46911 3.06300
H 1.38723 3.35731 0.74110
H 1.52915 5.24737 2.18408
H 2.59319 6.31039 4.05905
H 2.11538 1.04522 0.21800
*
```

Record 2
ORCA calculation (wB97M-V/def2-TZVPD) on a structure of composition C33H42BrMgN4PSi.

Its strongest force on any atom is 0.46 eV Å⁻¹. The molecular weight comes out at 658.0 g mol⁻¹. As for the energy relative to the best compared isomer or geometry (same formula, charge and spin): 0.000 eV. For the total energy, the calculation gives -4906.68766 hartree. As for the gap between HOMO and LUMO: 6.63 eV.

```
! RIJCOSX wB97M-V def2-TZVPD def2/J DEFGRID3
* xyz 0 1
Mg 0.00452 0.40114 1.02598
C -0.27342 2.19090 2.72622
C 0.71676 2.66214 1.82529
C 1.79711 1.74227 1.83937
C 1.49881 0.73616 2.78771
C 0.20719 0.99262 3.31588
C -0.50842 0.16263 4.34338
C 2.41359 -0.38077 3.19423
C 3.11251 1.87911 1.12614
C 0.75804 4.00795 1.15926
C -1.51220 2.90277 3.19358
H -0.35874 0.55325 5.35463
H -0.15673 -0.86887 4.33414
H -1.58644 0.14209 4.16522
H 3.06881 -0.07155 4.01410
H 3.05171 -0.69465 2.36740
H 1.86288 -1.25795 3.53064
H 3.90090 2.19241 1.81615
H 3.06737 2.62455 0.33070
H 3.43156 0.93114 0.68578
H 1.24230 4.74697 1.80416
H -0.22977 4.40921 0.92593
H 1.33536 3.97631 0.23200
H -1.34259 3.36412 4.17056
H -2.35684 2.21730 3.30213
H -1.82329 3.70444 2.52337
C -0.40467 2.04201 -4.65739
N 0.40574 2.94467 -3.84085
C 1.81169 2.63613 -4.07195
N 2.15957 1.24529 -3.81411
C 1.29061 0.38662 -4.62027
N -0.13594 0.62945 -4.42151
C -0.57042 0.21192 -3.08690
P 0.32098 1.10944 -1.72518
C 0.06203 2.82885 -2.43019
C 2.05258 0.92482 -2.39534
H -0.19235 2.25849 -5.70731
H -1.46223 2.24124 -4.46818
H 2.42888 3.28573 -3.44280
H 2.03604 2.85614 -5.11846
H 1.51026 -0.65851 -4.39289
H 1.52023 0.57099 -5.67264
H -0.41239 -0.86301 -2.96816
H -1.64657 0.38990 -2.98941
H 0.65372 3.54477 -1.85466
H -0.99089 3.10088 -2.30264
H 2.39796 -0.09765 -2.22917
H 2.70622 1.58431 -1.82046
Br -2.70859 -1.62668 -0.39328
C -3.09620 0.21583 -0.32152
C -4.26672 0.68054 -0.90584
C -4.48317 2.04553 -0.92946
C -3.52089 2.88401 -0.38342
C -2.39714 2.31742 0.18406
N -2.18136 0.99687 0.23567
H -4.96931 -0.02020 -1.33133
H -5.38370 2.44535 -1.37586
H -3.63367 3.95841 -0.39617
H -1.61442 2.92033 0.61378
C -0.66559 -4.61779 -3.04353
C -1.23335 -4.82335 -1.79508
C -0.77712 -4.11258 -0.69241
C 0.24958 -3.17043 -0.80583
C 0.81955 -3.00070 -2.06986
C 0.37302 -3.70708 -3.17680
Si 0.82797 -2.10570 0.66782
C 0.46939 -3.17541 2.20028
C -0.78363 -3.09563 2.81581
C -1.09357 -3.84568 3.94206
C -0.13877 -4.68644 4.49414
C 1.11510 -4.77765 3.90658
C 1.40893 -4.03556 2.77165
H -1.01897 -5.17295 -3.90263
H -2.03059 -5.54718 -1.67735
H -1.21677 -4.30513 0.27995
H 1.64364 -2.30163 -2.18815
H 0.83804 -3.55642 -4.14377
H 2.32257 -2.21922 0.52121
H -1.53079 -2.42051 2.40888
H -2.07363 -3.76294 4.39543
H -0.36864 -5.26554 5.37960
H 1.86671 -5.43028 4.33320
H 2.39008 -4.11979 2.31868
*
```

Record 3
ORCA calculation (wB97M-V/def2-TZVPD) on a structure of composition C33H42FN4O4S4SiTi.

Its strongest force on any atom is 1.41 eV Å⁻¹. The molecular weight comes out at 781.9 g mol⁻¹. As for the energy relative to the best compared isomer or geometry (same formula, charge and spin): 2.371 eV. For the total energy, the calculation gives -4634.46224 hartree. As for the gap between HOMO and LUMO: 7.59 eV.

```
! RIJCOSX wB97M-V def2-TZVPD def2/J DEFGRID3
* xyz -1 1
Ti -0.51661 -0.32030 -0.96861
C -1.08587 -0.96827 -4.33801
N -1.03338 0.03321 -3.27924
C -0.90015 1.28450 -3.60476
C -0.64733 2.25670 -2.57219
C -0.55553 3.63836 -2.54454
C -0.30884 3.99053 -1.19742
C -0.27646 2.80808 -0.47135
N -0.47347 1.75286 -1.30362
C 0.12712 -0.95580 -5.23434
C -0.00375 -0.72386 -6.59776
C 1.11185 -0.70903 -7.42679
C 2.37250 -0.92366 -6.89310
C 2.51073 -1.15838 -5.52971
C 1.39758 -1.17614 -4.70641
H -1.98237 -0.81244 -4.94752
H -1.17692 -1.94238 -3.86403
H -0.92783 1.60618 -4.64773
H -0.65998 4.29747 -3.39302
H -0.17340 4.98002 -0.79252
H -0.12974 2.66290 0.60194
H -0.98881 -0.55141 -7.01703
H 0.99331 -0.52444 -8.48716
H 3.24493 -0.90996 -7.53359
H 3.49215 -1.33465 -5.10806
H 1.49436 -1.37632 -3.64338
C 0.99690 -4.06013 -1.69991
Si -0.50276 -3.15997 -0.90872
C -0.16762 -3.75882 0.85606
C -1.91113 -3.94742 -1.88419
N -1.58222 -1.68200 -0.30507
C -2.78526 -1.61325 0.35685
C -3.51416 -2.67186 0.90993
C -4.74640 -2.43876 1.51124
C -5.29862 -1.16593 1.56458
C -4.60868 -0.09183 1.00815
C -3.38782 -0.35653 0.44425
F -2.66260 0.65745 -0.11007
H 0.89497 -5.14279 -1.55643
H 1.94353 -3.76988 -1.23062
H 1.08008 -3.86448 -2.77163
H 0.24603 -4.77034 0.86721
H -1.01203 -3.70972 1.54222
H 0.59965 -3.09010 1.26791
H -1.64418 -4.94297 -2.24601
H -2.12295 -3.32043 -2.75339
H -2.84315 -4.01479 -1.32231
H -3.11760 -3.67559 0.86637
H -5.28744 -3.27256 1.94058
H -6.26046 -1.00371 2.03228
H -4.98787 0.92068 1.02949
C -1.59508 3.62160 4.52081
C -2.91787 3.51386 3.77156
S -3.00689 2.25157 2.48758
C -2.66734 0.73505 3.43939
C -1.19725 0.29800 3.70741
S -0.00840 0.50539 2.35392
C 1.31313 1.49551 3.11713
C 0.99318 2.66134 4.04339
S -0.15977 3.94081 3.45500
H -1.40260 2.70401 5.07489
H -1.67604 4.42403 5.25654
H -3.11798 4.43883 3.22428
H -3.73157 3.38049 4.48757
H -3.18349 -0.05581 2.88995
H -3.17979 0.81601 4.40224
H -1.20964 -0.76231 3.96507
H -0.78339 0.81760 4.56834
H 1.88092 1.84536 2.26416
H 1.96938 0.82674 3.67843
H 1.95303 3.13735 4.25340
H 0.63496 2.31235 5.01154
N 2.04183 -0.36903 -0.43044
C 3.05733 0.06181 0.47213
C 3.33984 -0.68773 1.61013
C 4.20447 -0.18451 2.56483
C 4.79172 1.06745 2.39405
C 4.59354 1.75835 1.21338
C 3.72242 1.25817 0.25084
S 5.59533 1.84441 3.79507
O 4.51381 1.87429 4.77935
O 5.97874 3.15976 3.30575
O 6.70062 0.97194 4.14960
H 2.13801 0.12202 -1.33364
H 2.07778 -1.35787 -0.62482
H 2.82928 -1.63170 1.76777
H 4.38476 -0.72566 3.48463
H 5.06778 2.72410 1.09353
H 3.52282 1.82541 -0.65352
O 0.31010 -1.59711 -1.72012
*
```